Entry 1:
The following is a quantum chemistry calculation of a 2-piece molecular cluster, C34H35BF3NO3 overall at a distorted geometry, from the Open Molecules 2025 dataset.

ORCA input file:
```
! wB97M-V def2-TZVPD RIJCOSX def2/J DEFGRID3
* xyz 0 1
C -4.837 4.979 -1.650
C -4.269 4.008 -0.732
C -4.244 3.884 0.639
C -3.642 2.633 0.943
C -3.313 2.033 -0.287
B -3.668 0.422 -0.748
C -2.138 0.858 -0.821
C -1.219 0.577 0.255
C 0.138 0.647 0.057
C 0.618 0.822 -1.245
C 2.043 1.153 -1.479
F 2.373 1.788 -2.649
F 2.416 2.016 -0.479
F 2.828 -0.007 -1.437
C -0.214 0.807 -2.353
C -1.566 0.768 -2.150
O -4.188 -0.374 0.275
C -4.847 -1.396 -0.480
C -3.826 -2.497 -0.761
C -5.967 -1.958 0.338
C -5.317 -0.622 -1.813
C -5.519 -1.524 -3.017
C -6.540 0.250 -1.578
O -4.242 0.292 -2.029
O -3.646 2.936 -1.288
H -5.266 5.811 -1.084
H -4.011 5.298 -2.303
H -5.672 4.628 -2.281
H -4.538 4.610 1.388
H -3.505 2.182 1.922
H -1.607 0.431 1.265
H 0.842 0.584 0.887
H 0.249 0.862 -3.335
H -2.197 0.749 -3.034
H -4.289 -3.332 -1.298
H -2.949 -2.123 -1.305
H -3.465 -2.842 0.212
H -6.482 -2.721 -0.249
H -5.541 -2.411 1.232
H -6.680 -1.185 0.626
H -6.331 -2.232 -2.806
H -5.792 -0.932 -3.896
H -4.620 -2.105 -3.255
H -7.445 -0.343 -1.411
H -6.383 0.934 -0.735
H -6.689 0.890 -2.446
C 6.400 1.020 -2.024
N 5.812 0.439 -0.843
C 4.789 1.001 -0.165
C 4.393 0.150 0.909
C 3.178 0.083 1.581
C 3.001 -0.904 2.622
C 3.059 -2.310 2.432
C 3.181 -3.133 3.561
C 3.243 -2.555 4.840
C 2.994 -1.186 5.026
C 2.783 -0.383 3.919
C 5.523 -0.802 1.053
C 5.992 -1.672 2.028
C 7.191 -2.378 1.804
C 7.955 -2.198 0.648
C 7.544 -1.273 -0.329
C 6.340 -0.619 -0.095
H 7.064 0.270 -2.445
H 5.614 1.316 -2.745
H 6.984 1.914 -1.756
H 4.426 1.965 -0.471
H 2.510 0.933 1.554
H 3.004 -2.717 1.418
H 3.270 -4.212 3.434
H 3.465 -3.178 5.707
H 2.995 -0.734 6.019
H 2.540 0.684 3.996
H 5.405 -1.807 2.934
H 7.513 -3.105 2.540
H 8.875 -2.764 0.497
H 8.114 -1.095 -1.249
*
```

The HOMO-LUMO gap comes out at 2.551 eV. Its HOMO energy is -4.463 eV. For the lowest unoccupied orbital energy, the calculation gives -1.91 eV. As for the energy above the lowest of the compared OMol25 structures with the same formula, charge and spin: 461.2 kJ/mol.


Entry 2:
The following is a quantum chemistry calculation of C34H36F2MnN12P2Se2 as an isolated structure at a distorted geometry, from the Open Molecules 2025 dataset.

ORCA input file:
```
! wB97M-V def2-TZVPD RIJCOSX def2/J DEFGRID3
* xyz 1 5
Mn 0.145 -0.150 -0.446
Se 6.656 0.363 1.383
P 6.122 -0.632 -0.398
C 6.635 -2.375 -0.415
C 7.051 -2.994 -1.598
C 7.550 -4.291 -1.568
C 7.621 -4.982 -0.368
C 7.223 -4.366 0.813
C 6.754 -3.059 0.791
C 6.797 0.045 -1.930
C 7.915 0.866 -1.862
C 8.470 1.372 -3.035
C 7.908 1.057 -4.263
C 6.785 0.239 -4.327
C 6.229 -0.265 -3.164
C 4.314 -0.425 -0.661
C 3.115 -1.021 -0.300
N 2.140 -0.161 -0.689
N 2.692 0.911 -1.261
N 3.988 0.776 -1.237
P 2.578 -2.631 0.276
Se 0.435 -2.593 0.559
C 3.105 -3.796 -0.998
C 2.688 -3.517 -2.306
C 3.103 -4.321 -3.353
C 3.922 -5.420 -3.099
C 4.322 -5.703 -1.804
C 3.928 -4.886 -0.749
C 3.327 -2.978 1.851
C 3.866 -1.932 2.596
C 4.347 -2.182 3.873
C 4.288 -3.467 4.398
C 3.723 -4.506 3.660
C 3.223 -4.262 2.391
H 7.016 -2.457 -2.534
H 7.902 -4.753 -2.485
H 8.013 -5.995 -0.349
H 7.322 -4.887 1.761
H 6.531 -2.547 1.711
H 8.338 1.112 -0.896
H 9.342 2.015 -2.983
H 8.340 1.452 -5.175
H 6.344 -0.004 -5.287
H 5.344 -0.890 -3.216
H 2.035 -2.676 -2.498
H 2.786 -4.099 -4.367
H 4.250 -6.051 -3.917
H 4.956 -6.560 -1.605
H 4.277 -5.104 0.253
H 3.937 -0.932 2.176
H 4.776 -1.372 4.453
H 4.674 -3.661 5.394
H 3.660 -5.503 4.083
H 2.737 -5.060 1.836
N 1.773 3.861 -0.370
N 1.393 2.849 0.462
N 1.943 2.661 1.636
C 1.298 1.580 2.061
N 0.370 1.188 1.183
N 0.449 2.038 0.156
H 2.706 4.142 -0.103
H 1.738 3.510 -1.316
H 1.486 1.097 3.012
F -0.446 0.531 -2.974
C -0.446 -0.574 -2.260
F -1.615 -0.550 -1.419
H -0.501 -1.442 -2.884
C -2.384 2.834 1.073
N -3.596 3.636 1.201
C -4.703 2.741 1.584
N -4.908 1.666 0.600
C -3.669 0.904 0.488
N -2.517 1.743 0.075
C -2.866 2.377 -1.219
N -4.088 3.169 -1.145
C -3.905 4.210 -0.120
C -5.184 2.285 -0.706
H -2.144 2.394 2.044
H -1.567 3.493 0.770
H -5.618 3.326 1.666
H -4.483 2.297 2.556
H -3.812 0.115 -0.255
H -3.441 0.445 1.452
H -2.998 1.599 -1.974
H -2.039 3.024 -1.522
H -4.822 4.792 -0.041
H -3.093 4.875 -0.420
H -5.335 1.501 -1.452
H -6.098 2.873 -0.630
*
```

The HOMO-LUMO gap (alpha / beta) comes out at 5.727 / 6.889 eV. Its HOMO energy (alpha / beta) is -10.196 / -10.197 eV. For the lowest unoccupied orbital energy (alpha / beta), the calculation gives -4.47 / -3.31 eV. As for the energy above the lowest of the compared OMol25 structures with the same formula, charge and spin: 186.3 kJ/mol.


Entry 3:
The following is a quantum chemistry calculation of a 6-piece molecular cluster, C34H36F7P overall at a distorted geometry, from the Open Molecules 2025 dataset.

ORCA input file:
```
! wB97M-V def2-TZVPD RIJCOSX def2/J DEFGRID3
* xyz 0 1
C -3.406 -2.599 5.225
P -2.813 -1.210 4.013
C -2.246 0.314 2.941
F -3.188 0.384 1.782
F -0.889 0.081 2.338
C -2.151 1.694 3.821
F -1.063 1.636 4.868
F -3.500 1.915 4.465
C -1.849 3.053 2.945
F -1.911 4.194 3.934
F -0.425 2.979 2.518
F -2.789 3.295 1.828
H -4.451 -3.007 4.893
H -3.573 -2.068 6.280
H -2.622 -3.459 5.368
H -4.076 -1.296 3.267
H -1.736 -2.049 3.482
H -2.612 -0.380 5.174
C -4.478 1.313 -0.681
C -3.528 2.297 -0.952
C -3.307 2.712 -2.265
C -4.035 2.139 -3.308
C -4.978 1.148 -3.038
C -5.202 0.736 -1.725
H -4.654 0.995 0.343
H -2.959 2.742 -0.139
H -2.569 3.481 -2.475
H -3.865 2.464 -4.331
H -5.541 0.697 -3.852
H -5.939 -0.034 -1.514
C -0.580 1.845 -5.730
C 0.431 2.694 -6.179
C 1.389 3.173 -5.285
C 1.333 2.805 -3.940
C 0.316 1.963 -3.490
C -0.639 1.481 -4.385
H -1.322 1.467 -6.428
H 0.474 2.983 -7.226
H 2.179 3.832 -5.635
H 2.080 3.175 -3.244
H 0.269 1.681 -2.441
H -1.430 0.823 -4.034
C 4.082 0.784 -2.211
C 4.173 0.614 -3.592
C 5.370 0.185 -4.165
C 6.478 -0.071 -3.357
C 6.390 0.108 -1.977
C 5.192 0.534 -1.403
H 3.148 1.112 -1.764
H 3.311 0.816 -4.222
H 5.439 0.049 -5.241
H 7.409 -0.408 -3.803
H 7.255 -0.085 -1.347
H 5.123 0.671 -0.327
C 1.850 -2.273 -4.351
C 2.908 -2.751 -3.578
C 3.100 -4.125 -3.432
C 2.231 -5.021 -4.056
C 1.169 -4.542 -4.822
C 0.979 -3.168 -4.971
H 1.705 -1.202 -4.470
H 3.583 -2.054 -3.089
H 3.926 -4.498 -2.832
H 2.382 -6.091 -3.945
H 0.488 -5.240 -5.304
H 0.152 -2.795 -5.569
C 1.032 -0.491 9.122
C 0.809 0.255 7.966
C 0.108 -0.305 6.898
C -0.367 -1.613 6.985
C -0.136 -2.363 8.139
C 0.562 -1.802 9.208
H 1.573 -0.052 9.957
H 1.181 1.274 7.896
H -0.069 0.278 5.998
H -0.916 -2.049 6.155
H -0.501 -3.385 8.205
H 0.740 -2.385 10.107
*
```

The HOMO-LUMO gap comes out at 9.341 eV. The structure (SMILES) is C[PH3]C(F)(F)C(F)(F)C(F)(F)F.c1ccccc1.c1ccccc1.c1ccccc1.c1ccccc1.c1ccccc1. Its HOMO energy is -9.115 eV. For the lowest unoccupied orbital energy, the calculation gives 0.23 eV.